This record from the OMol25 dataset describes a structure of composition C43H38FIrN6O3P2Se2 at a distorted geometry. The level of theory is ωB97M-V/def2-TZVPD.

Output
- frontier orbital gap (eV) = 5.1084
- HOMO (Ha) = -0.3906
- energy above the lowest of the compared OMol25 structures with the same formula, charge and spin (kcal per mole) = 26.6
- charge = +2
- molar mass (g/mol) = 1117.90

Last column: Mulliken charge in e.
Cartesian coordinates (Å):
1 Ir -1.130744 -1.506232 -1.055702  1.381
2 F 4.838719 1.593852 -1.586788  -0.341
3 C 4.195113 0.979775 -2.597837  0.470
4 C 3.044913 0.323390 -2.299832  -1.023
5 C 2.323313 -0.348657 -3.296620  0.677
6 C 1.100486 -1.054323 -2.965766  1.830
7 O 0.723709 -1.037071 -1.735670  -1.148
8 C 0.456578 -1.701809 -4.022841  -0.484
9 C 0.991023 -1.632864 -5.283548  -0.352
10 N 2.094938 -0.953888 -5.606596  0.210
11 C 2.534182 -0.921374 -6.997512  -0.265
12 C 2.493361 0.385331 -7.736218  -0.450
13 C 1.517957 -0.699573 -8.070396  -0.953
14 C 2.809644 -0.305025 -4.606440  -0.273
15 C 3.993868 0.382890 -4.892268  -0.951
16 C 4.731999 1.025967 -3.907842  -0.295
17 N 5.917865 1.702993 -4.217254  0.182
18 C 6.650952 2.517122 -3.231810  -0.584
19 C 7.824495 3.222611 -3.902581  -1.031
20 N 7.389467 3.771157 -5.234301  -0.066
21 C 6.937444 2.670722 -6.189299  -0.676
22 C 6.704035 1.389701 -5.401533  -0.725
23 C -0.823881 -2.469571 -3.900039  0.705
24 O -1.296104 -2.979506 -4.880636  -0.626
25 O -1.371753 -2.556924 -2.699608  -0.659
26 H 2.684624 0.300424 -1.279149  0.641
27 H 0.482816 -2.158344 -6.080395  0.758
28 H 3.347212 -1.606086 -7.198941  0.380
29 H 3.288187 0.601906 -8.439132  0.303
30 H 2.116628 1.249950 -7.203745  0.254
31 H 1.643420 -1.243526 -8.995858  0.264
32 H 0.484566 -0.552388 -7.783755  0.349
33 H 4.313406 0.416827 -5.921275  0.527
34 H 7.049455 1.927774 -2.406742  0.420
35 H 5.979937 3.261291 -2.808484  0.490
36 H 8.665694 2.559622 -4.076118  0.399
37 H 8.166684 4.041020 -3.275250  0.437
38 H 8.142990 4.312624 -5.652725  0.365
39 H 6.615298 4.412606 -5.072855  0.390
40 H 7.692825 2.531750 -6.959778  0.413
41 H 6.011775 2.999828 -6.650429  0.389
42 H 7.653061 0.926769 -5.121513  0.302
43 H 6.199148 0.681351 -6.044619  0.387
44 Se -4.584065 3.654340 2.560313  -0.303
45 P -4.015250 1.697047 3.098890  -0.162
46 C -2.949265 1.731821 4.555727  0.967
47 C -3.230207 1.034399 5.727467  0.107
48 C -2.404752 1.187675 6.835937  -0.912
49 C -1.305675 2.028457 6.771618  -0.614
50 C -1.018835 2.717306 5.596704  -0.714
51 C -1.839620 2.575035 4.490667  -0.689
52 C -5.463590 0.658196 3.380835  0.611
53 C -5.882143 -0.248021 2.408241  -0.061
54 C -7.070795 -0.945653 2.578436  -0.730
55 C -7.838606 -0.741419 3.715528  -0.538
56 C -7.433212 0.178591 4.676091  -0.946
57 C -6.255773 0.890609 4.505339  -0.235
58 C -3.109418 0.884272 1.710431  0.358
59 C -2.396947 -0.273534 1.468332  0.517
60 N -2.146306 -0.264811 0.112739  0.122
61 N -2.627620 0.849942 -0.436087  -0.881
62 N -3.202011 1.535359 0.498528  -0.214
63 P -1.797725 -1.692513 2.356009  0.450
64 Se -0.542812 -2.824109 0.954775  -0.419
65 C -3.173650 -2.641901 2.989142  0.603
66 C -3.576476 -3.813685 2.347473  -0.815
67 C -4.666719 -4.517413 2.839327  -0.746
68 C -5.340800 -4.056930 3.963663  -0.713
69 C -4.937487 -2.888514 4.598796  -0.869
70 C -3.856471 -2.174666 4.114435  0.222
71 C -0.697961 -1.243319 3.695956  0.894
72 C 0.375799 -0.406453 3.380763  -0.579
73 C 1.392451 -0.228442 4.299631  -0.643
74 C 1.342586 -0.883574 5.526966  -0.530
75 C 0.267993 -1.698142 5.845646  -0.854
76 C -0.755658 -1.891203 4.927777  -0.266
77 H -4.106823 0.400015 5.792230  0.247
78 H -2.629933 0.654096 7.752947  0.445
79 H -0.671039 2.154724 7.642174  0.417
80 H -0.160300 3.377350 5.549159  0.452
81 H -1.654403 3.146918 3.588755  0.453
82 H -5.295337 -0.398271 1.509841  0.355
83 H -7.398047 -1.644637 1.816724  0.446
84 H -8.765545 -1.288259 3.846790  0.439
85 H -8.046217 0.354607 5.551923  0.430
86 H -5.964388 1.642762 5.228566  0.545
87 H -3.042080 -4.175084 1.478874  0.365
88 H -4.986504 -5.426053 2.344018  0.448
89 H -6.185309 -4.614719 4.350782  0.445
90 H -5.471798 -2.528765 5.470068  0.465
91 H -3.539280 -1.262129 4.607825  0.404
92 H 0.422351 0.075585 2.409787  0.379
93 H 2.235035 0.407010 4.055798  0.440
94 H 2.153372 -0.761022 6.236111  0.443
95 H 0.232044 -2.204011 6.803395  0.453
96 H -1.574083 -2.560953 5.157842  0.487

Cartesian forces (eV/Å) of the 6 atoms listed first:
Ir 0.57 -0.22 0.02
F 0.11 0.02 0.01
C -0.01 -0.03 0.01
C -0.13 -0.08 0.04
C -0.08 -0.03 0.27
C 0.28 0.11 0.16